1.
C19H30F18O7SSi2 as an isolated structure. Source: the OMol25 dataset; level of theory: ωB97M-V with the def2-TZVPD basis set.

Atoms and positions in Å:
1 C 3.02 -0.62 3.64
2 C 3.18 0.56 2.47
3 C 2.72 2.03 3.06
4 Si 2.28 3.32 1.64
5 O 0.62 3.87 2.05
6 C -0.21 3.94 0.84
7 C -1.73 4.54 1.17
8 O -1.71 5.70 2.08
9 C -3.14 6.16 2.18
10 C -3.91 5.32 3.39
11 O 3.28 4.78 1.72
12 Si 4.99 4.41 1.60
13 C 6.08 6.02 1.34
14 C 6.49 6.76 2.74
15 F 5.41 7.03 0.49
16 S 2.35 2.36 -0.34
17 O 2.07 3.39 -1.49
18 O 3.75 1.68 -0.59
19 F 1.20 1.06 -0.47
20 H 3.73 -1.52 3.33
21 H 1.92 -1.03 3.72
22 H 3.34 -0.25 4.71
23 H 2.49 0.21 1.59
24 H 4.32 0.61 2.22
25 H 1.75 1.83 3.73
26 H 3.53 2.45 3.81
27 H -0.40 2.83 0.48
28 H 0.22 4.63 -0.01
29 H -2.34 3.67 1.71
30 H -2.18 4.83 0.12
31 H -3.23 7.30 2.46
32 H -3.74 5.98 1.19
33 H -5.09 5.32 3.22
34 H -3.73 5.92 4.39
35 H -3.52 4.22 3.50
36 H 5.55 3.71 2.75
37 H 5.26 3.58 0.40
38 H 7.09 5.72 0.77
39 H 5.60 7.38 3.24
40 H 7.33 7.57 2.50
41 H 6.99 6.02 3.53
42 C 0.07 -4.75 -1.75
43 C 1.03 -5.40 -0.74
44 C 0.51 -5.49 0.69
45 F 0.25 -4.27 1.22
46 F 1.43 -6.07 1.50
47 F 2.23 -4.77 -0.80
48 F 1.27 -6.68 -1.19
49 O 0.29 -3.36 -2.02
50 C -0.28 -2.45 -1.09
51 C 0.77 -1.64 -0.32
52 F 1.62 -2.45 0.36
53 F 0.18 -0.83 0.60
54 F -1.14 -3.12 -0.28
55 F -1.05 -1.61 -1.83
56 H 0.23 -5.25 -2.71
57 H -0.98 -4.95 -1.51
58 H -0.40 -6.09 0.74
59 H 1.36 -1.02 -1.00
60 C -5.40 -3.55 -4.19
61 C -5.99 -4.94 -3.92
62 C -5.57 -5.57 -2.60
63 F -4.24 -5.76 -2.51
64 F -6.14 -6.81 -2.46
65 F -5.71 -5.76 -4.97
66 F -7.36 -4.81 -3.92
67 O -4.24 -3.51 -5.02
68 C -3.00 -3.75 -4.34
69 C -2.31 -5.03 -4.81
70 F -3.09 -6.12 -4.63
71 F -1.17 -5.26 -4.10
72 F -3.21 -3.71 -3.01
73 F -2.21 -2.67 -4.63
74 H -6.16 -3.00 -4.76
75 H -5.27 -2.97 -3.27
76 H -5.90 -4.97 -1.75
77 H -2.05 -4.97 -5.87

Calculated values
Net charge: 0
Calculated total energy in eV: -110022.5376
Energy relative to the best compared isomer or geometry (same formula, charge and spin) in kcal/mol: 193.4
E_LUMO in eV: -1.29

---

2.
A 3-piece molecular cluster, C19H30F4NO12P3 overall. Source: the OMol25 dataset; level of theory: ωB97M-V with the def2-TZVPD basis set.

Atoms and positions in Å:
1 C -2.95 4.31 1.19
2 C -4.27 3.99 0.27
3 F -5.38 4.87 0.78
4 N -4.76 2.56 0.33
5 C -4.50 1.66 -0.85
6 O -5.13 1.57 -2.05
7 C -3.27 0.74 -0.30
8 C -2.13 -0.18 -1.05
9 C -1.02 -0.96 -0.08
10 C 0.17 -1.92 -0.68
11 C 0.77 -1.45 -2.13
12 O 2.06 -2.20 -2.29
13 C 1.15 0.14 -2.25
14 F 0.10 0.82 -3.07
15 F 2.41 0.21 -3.08
16 F 1.46 0.81 -0.97
17 C -1.07 -0.80 1.58
18 C -2.24 0.12 2.33
19 P -2.39 0.38 4.22
20 O -3.90 0.09 4.62
21 C -3.32 0.85 1.34
22 C -4.62 1.81 1.63
23 O -5.40 1.93 2.72
24 H -1.94 3.90 0.76
25 H -3.04 4.00 2.32
26 H -2.84 5.50 1.20
27 H -4.05 4.37 -0.82
28 H -2.13 -0.26 -2.23
29 H -0.31 -3.01 -0.79
30 H 1.02 -2.02 0.13
31 H 0.05 -1.84 -2.97
32 H 1.97 -2.83 -3.07
33 H -0.25 -1.35 2.24
34 H -1.97 1.73 4.55
35 H -1.53 -0.56 4.89
36 C -2.79 -5.73 3.01
37 O -1.47 -6.17 3.23
38 P -0.37 -5.77 2.12
39 O -0.40 -4.33 1.70
40 O -0.62 -6.83 0.92
41 C -1.03 -8.14 1.24
42 O 1.01 -6.26 2.77
43 C 2.20 -5.96 2.07
44 H -3.48 -6.49 3.38
45 H -2.96 -4.80 3.57
46 H -2.99 -5.56 1.95
47 H -2.12 -8.19 1.15
48 H -0.73 -8.44 2.25
49 H -0.60 -8.84 0.52
50 H 2.00 -5.46 1.12
51 H 2.74 -6.89 1.88
52 H 2.83 -5.32 2.69
53 C 5.85 3.66 -0.99
54 O 5.58 4.27 -2.24
55 P 4.44 5.39 -2.29
56 O 4.52 6.42 -1.20
57 O 3.06 4.56 -2.31
58 C 3.02 3.32 -2.98
59 O 4.55 5.98 -3.78
60 C 3.72 7.08 -4.11
61 H 6.10 2.61 -1.16
62 H 6.69 4.17 -0.52
63 H 4.98 3.71 -0.33
64 H 3.18 2.52 -2.25
65 H 3.77 3.25 -3.77
66 H 2.03 3.18 -3.43
67 H 3.06 7.36 -3.29
68 H 3.11 6.81 -4.98
69 H 4.35 7.93 -4.37

Calculated values
Net charge: 0
Calculated total energy in eV: -84976.5101
SMILES string: C[C@H](F)N1C(=O)c2cc(C[C@H](O)C(F)(F)F)cc([PH2]=O)c2C1=O.COP(=O)(OC)OC.COP(=O)(OC)OC
Energy relative to the best compared isomer or geometry (same formula, charge and spin) in kcal/mol: 339.9
E_LUMO in eV: -1.54

---

3.
C19H30IrN7O6S4 as an isolated structure. Source: the OMol25 dataset; level of theory: ωB97M-V with the def2-TZVPD basis set.

Atoms and positions in Å:
1 Ir 0.47 0.03 0.66
2 O -1.06 1.46 4.24
3 S -0.06 1.17 3.27
4 O -0.15 1.94 2.01
5 O -0.03 -0.25 2.80
6 C 1.53 1.54 3.99
7 C 1.48 1.97 5.30
8 C 2.64 2.33 5.98
9 C 3.86 2.25 5.33
10 C 3.92 1.80 4.02
11 C 2.77 1.45 3.33
12 S 3.04 0.93 1.65
13 O 2.28 1.81 0.76
14 O 4.45 0.86 1.44
15 O 2.35 -0.42 1.51
16 H 0.52 2.04 5.79
17 H 2.58 2.67 7.00
18 H 4.77 2.52 5.84
19 H 4.87 1.73 3.51
20 C 3.38 -3.55 -0.67
21 N 2.34 -3.01 0.18
22 C 1.05 -3.08 -0.10
23 S -0.05 -2.22 0.98
24 N 0.61 -3.83 -1.10
25 C -0.77 -3.98 -1.52
26 H 4.34 -3.37 -0.19
27 H 3.38 -3.07 -1.65
28 H 3.25 -4.63 -0.79
29 H 2.58 -2.34 0.90
30 H 1.32 -4.18 -1.74
31 H -1.43 -3.68 -0.71
32 H -0.95 -5.02 -1.77
33 H -0.98 -3.36 -2.39
34 C -0.38 2.78 -0.97
35 N -1.78 2.45 -0.72
36 C -2.67 3.06 -1.69
37 C -2.21 1.38 0.00
38 N -1.51 0.26 0.19
39 N -3.47 1.45 0.48
40 C -4.07 2.72 0.89
41 C -4.12 0.26 1.01
42 H -0.35 3.84 -1.23
43 H 0.03 2.20 -1.80
44 H 0.23 2.66 -0.08
45 H -2.30 2.84 -2.70
46 H -2.71 4.14 -1.56
47 H -3.68 2.65 -1.61
48 H -1.97 -0.32 0.88
49 H -3.34 3.52 0.79
50 H -4.36 2.64 1.93
51 H -4.95 2.95 0.29
52 H -3.99 -0.59 0.34
53 H -5.19 0.46 1.09
54 H -3.75 0.01 2.01
55 C 0.68 -2.96 -5.41
56 C 0.12 -1.90 -4.52
57 C -1.09 -1.26 -4.80
58 C -1.52 -0.31 -3.90
59 N -0.83 0.02 -2.80
60 C 0.30 -0.65 -2.63
61 S 1.40 -0.21 -1.30
62 N 0.81 -1.60 -3.42
63 H 0.22 -2.96 -6.39
64 H 0.52 -3.95 -4.97
65 H 1.76 -2.82 -5.52
66 H -1.65 -1.49 -5.69
67 H -2.45 0.23 -4.06

Calculated values
2S+1: 2
Net charge: +1
Calculated total energy in eV: -89080.3632
Expectation value of S²: 0.76
Energy relative to the best compared isomer or geometry (same formula, charge and spin) in kcal/mol: 35.0
E_LUMO (spin up / spin down) in eV: -3.90 / -5.15

---

4.
C19H30LuNO2P2 as an isolated structure. Source: the OMol25 dataset; level of theory: ωB97M-V with the def2-TZVPD basis set.

Atoms and positions in Å:
1 C -0.84 0.96 -4.55
2 C -0.79 0.35 -3.30
3 N 0.12 0.74 -2.34
4 C 0.79 1.91 -2.55
5 C 0.77 2.54 -3.79
6 C -0.03 2.06 -4.81
7 C -1.77 -0.73 -2.94
8 P -2.30 -0.74 -1.14
9 Lu 0.29 -0.66 -0.48
10 P 2.13 1.33 -0.12
11 C 1.62 2.50 -1.46
12 O -0.54 -3.03 -3.32
13 O 0.11 -2.74 -0.89
14 H -1.57 0.59 -5.29
15 H 1.44 3.39 -3.92
16 H -0.02 2.53 -5.79
17 C -3.75 0.38 -1.15
18 C -3.15 -2.37 -1.08
19 H 2.56 2.86 -1.89
20 H 1.13 3.37 -0.99
21 H -1.37 -1.78 -3.23
22 H -2.74 -0.56 -3.44
23 C 2.48 2.51 1.19
24 C 3.78 0.91 -0.69
25 H 1.47 -2.19 -0.91
26 H 0.33 -3.37 -0.16
27 H -0.10 -3.13 -2.41
28 H 0.09 -3.22 -4.07
29 H -0.84 0.81 1.43
30 H 2.15 -1.68 -0.81
31 H -4.57 -0.04 -1.77
32 H -4.08 0.44 -0.10
33 H -3.45 1.37 -1.53
34 H -4.01 -2.40 -1.77
35 H -2.43 -3.17 -1.32
36 H -3.51 -2.49 -0.04
37 H 4.40 1.80 -0.75
38 H 4.22 0.21 0.02
39 H 3.71 0.44 -1.66
40 H 3.42 3.03 0.98
41 H 1.67 3.24 1.26
42 H 2.56 1.97 2.13
43 C -0.28 -0.15 1.69
44 C 0.11 -0.59 2.83
45 C 0.11 -0.64 4.25
46 C -1.00 -0.12 4.97
47 C -0.99 -0.08 6.36
48 C 0.09 -0.59 7.08
49 C 1.15 -1.19 6.39
50 C 1.16 -1.24 5.00
51 H -1.87 0.24 4.41
52 H -1.85 0.33 6.89
53 H 0.09 -0.53 8.17
54 H 1.96 -1.64 6.96
55 H 1.98 -1.74 4.48

Calculated values
Net charge: 0
Calculated total energy in eV: -77968.2617
Energy relative to the best compared isomer or geometry (same formula, charge and spin) in kcal/mol: 18.0
E_LUMO (spin up / spin down) in eV: -0.06 / -0.06